(1)
33
Properties=species:S:1:pos:R:3:mulliken_charge:R:1 method="wB97M-V/def2-TZVPD" homo_energy_ev=0.970 charge=-2 relative_energy_ev=0.272 e_lumo_ev=3.6
C -7.01871 -7.94046 -0.18386 -0.252
H -8.86182 -5.21441 0.12975 0.179
Br -8.61506 -11.49239 -0.91689 -0.079
H -11.62890 -4.49561 1.20716 0.364
H -13.29308 -9.34421 -1.45660 0.124
C -6.84003 -12.18560 -0.54982 -0.551
C -6.51490 -13.16158 -1.63344 -0.598
C -10.60589 -4.83712 1.32489 -0.574
H -6.26329 -7.23400 -0.60316 0.296
H -9.51185 -3.56181 -0.02323 0.318
O -12.34316 -7.15438 -3.79826 -0.871
C -6.84927 -8.18544 1.30664 -0.159
H -7.10350 -7.20836 1.79644 0.074
C -12.45809 -8.98153 -2.13777 -0.618
O -7.72349 -9.11244 1.85122 -0.940
Br -10.70596 -5.21382 -1.51044 -0.049
C -13.06763 -7.76347 -2.85183 -0.544
Br -10.67992 -6.72313 1.67668 -0.032
H -6.37321 -12.64641 -2.57843 0.388
C -9.77238 -4.61486 0.07873 -0.459
Br -4.88139 -14.12615 -1.20128 -0.219
H -12.39278 -9.81283 -2.88659 0.144
H -6.16365 -11.33578 -0.57512 0.373
H -7.30725 -13.89019 -1.77458 0.389
H -13.35232 -7.03842 -2.02631 -0.011
O -11.30065 -8.77254 -1.43422 -0.271
Sr -9.81361 -9.20988 0.55201 1.144
H -10.12408 -4.34836 2.17096 0.339
H -6.87525 -12.60629 0.44755 0.370
H -6.74310 -8.92508 -0.67892 -0.189
H -14.06613 -8.12190 -3.26631 0.297
O -8.26312 -7.63399 -0.66808 -0.697
H -5.78378 -8.35579 1.57360 0.312



(2)
8
Properties=species:S:1:pos:R:3:mulliken_charge:R:1 method="wB97M-V/def2-TZVPD" homo_energy_ev=-8.983 relative_energy_ev=1.630 e_lumo_ev=-1.0
C -0.33353 -0.23560 -0.81259 -0.989
Br 2.51877 -1.59459 -1.88519 -0.252
H -0.24040 0.79600 -1.22674 0.317
H -0.15136 1.20972 2.68062 0.231
Si 1.20047 -1.12533 -0.01423 0.305
H -0.75512 -0.97520 -1.52126 0.294
Cl -1.17179 1.96205 2.83621 -0.239
H -1.06705 -0.03706 -0.05682 0.332



(3)
63
Properties=species:S:1:pos:R:3:mulliken_spin:R:1 method="wB97M-V/def2-TZVPD" homo_energy_ev="-7.362 / -7.361" multiplicity=2 relative_energy_ev=0.324 e_lumo_ev="-1.4 / -1.4"
C -0.28909 -1.66005 1.37784 -0.006
N -1.35967 -2.40791 1.12573 0.006
H -3.55517 0.04315 0.44315 0.000
H -3.43085 -5.06474 -3.87965 0.000
H 5.29298 3.39974 2.75583 -0.001
C -1.89624 -4.21817 -0.43567 0.000
N -1.59794 0.35808 1.05780 0.002
H -4.51869 3.91571 -2.14927 0.000
H 4.15928 4.54195 1.12082 0.000
C -1.54680 2.38452 -2.68300 0.000
C -2.60071 -0.48033 0.40184 0.000
H -3.37065 -2.46372 0.61759 0.000
H 2.03564 1.56307 -2.17444 0.001
H 2.68355 3.84910 -2.81079 0.000
C -2.71501 3.08493 -2.95961 0.000
O 3.55900 0.96607 2.53534 -0.033
C -1.84523 1.80228 1.03852 0.002
H -0.36404 1.42806 -1.16610 0.001
C -2.16710 2.25910 -0.36161 -0.001
H -0.23457 -4.13679 0.91504 -0.001
H -2.92716 3.40711 -3.97057 0.000
C -2.68282 -1.79461 1.12919 -0.001
O 6.00447 -1.99647 2.16427 -0.005
C 2.84190 3.50626 -1.79531 0.000
C -1.27431 1.97351 -1.38928 -0.001
H -1.32627 -3.77164 -3.74506 0.000
O 2.18523 0.55607 0.11948 -0.012
C 3.31277 2.58359 0.80388 0.009
C 3.43961 4.36673 -0.85522 0.001
C -3.00306 -4.82551 -2.91503 0.000
C 2.65072 1.73450 -0.13264 0.006
S 4.63300 -2.16732 1.79126 0.008
C 3.68436 2.13885 2.12143 0.001
H -4.03361 3.17760 0.15739 0.000
O 4.20085 -1.08837 0.72398 0.000
H 4.42716 2.56167 4.05480 0.000
O 3.65543 -1.67896 2.86193 -0.020
C -1.28508 -3.85770 0.89324 0.002
H 3.69700 3.97334 3.24615 0.001
C -1.26957 -3.79578 -1.60576 0.001
H -4.54116 -5.83041 -1.80869 0.000
H -2.66814 2.03279 1.71998 0.000
H -3.55748 -5.29051 0.39215 0.000
S 4.16211 -3.92387 1.13882 0.001
S 0.55916 0.64567 2.56025 -0.016
C 2.46872 2.23982 -1.44931 -0.001
C -3.07348 -4.94977 -0.51644 0.000
H -0.33912 -3.24112 -1.54424 -0.001
C -3.60801 3.37063 -1.93844 0.000
H -2.34456 -0.63496 -0.64938 0.000
Fe 2.72009 -0.48264 1.61433 1.071
C -1.82235 -4.09598 -2.83978 0.000
C -0.51228 -0.18309 1.60269 0.002
H -3.02863 -1.65262 2.15793 0.000
C -3.33537 2.95405 -0.64144 0.000
C -3.62630 -5.25517 -1.75400 0.000
H -0.84557 2.16407 -3.47786 0.000
H -1.78559 -4.36981 1.71838 0.000
C 3.67118 3.89585 0.40474 -0.001
H -0.94821 2.28710 1.41793 0.000
S 1.24278 -2.29966 1.48871 -0.015
H 3.73199 5.36913 -1.13354 0.000
C 4.31092 3.08356 3.10973 -0.001